Entry from OMol25: C4H6N2O in the gas phase (the ωB97M-V functional and the def2-TZVPD basis).

Values from the calculation:
* LUMO level: 0.75 eV
* energy relative to the best compared isomer or geometry (same formula, charge and spin): 2.389 eV
* total energy: -340.70712 Ha
* SMILES: [H]/N=C(\O)[C@@H]1N=C1C
* Kohn-Sham gap: 10.52 eV

Atoms and positions in Å:
H: 2.5599 0.2099 0.6751
N: 1.5794 -0.0069 0.5089
C: 0.9683 0.9957 0.0317
O: 1.5967 2.1532 -0.2957
C: -0.4940 0.8667 -0.2430
N: -1.4030 0.4829 0.9206
C: -1.0547 -0.4179 0.1227
C: -0.9794 -1.8858 -0.0415
H: 0.9457 2.8461 -0.4655
H: -0.9340 1.5104 -1.0085
H: -1.8894 -2.3839 0.2997
H: -0.1337 -2.2163 0.5721
H: -0.7618 -2.1542 -1.0766

Cartesian forces (eV/Å) of the 2 atoms listed first:
0.03 0.02 0.00
0.03 0.39 -0.07

Atomic partial charges in e from the Mulliken method, atoms 1 to 2: atom 1 (H): 0.248, atom 2 (N): -0.579

=====

Entry from OMol25: C4H6N2O in the gas phase (the ωB97M-V functional and the def2-TZVPD basis).

Values from the calculation:
* LUMO level: 0.85 eV
* energy relative to the best compared isomer or geometry (same formula, charge and spin): 1.199 eV
* total energy: -340.75083 Ha
* SMILES: Nc1ccc(O)[nH]1
* Kohn-Sham gap: 8.32 eV

Atoms and positions in Å:
N: -2.2310 -0.5564 0.1981
C: -0.9298 -0.1446 -0.1771
C: -0.3984 1.1042 -0.3038
C: 1.0202 0.9708 -0.2086
C: 1.2697 -0.3625 -0.0045
O: 2.4108 -1.0807 0.1381
N: 0.0916 -1.0404 0.0266
H: -2.9281 -0.0297 -0.3247
H: -2.1834 -0.1445 1.1253
H: -0.9769 2.0196 -0.3585
H: 1.7479 1.7665 -0.2669
H: 3.1428 -0.4693 0.0036
H: -0.0356 -2.0330 0.1521

Cartesian forces (eV/Å) of the 2 atoms listed first:
0.04 0.41 0.23
0.27 0.20 -0.13

Atomic partial charges in e from the Mulliken method, atoms 1 to 2: atom 1 (N): -0.620, atom 2 (C): 0.195

=====

> Number 2 is which compound?

C4H6N2O